{
  "formula": "C29H61Cl4O16P",
  "method": "the ωB97M-V functional and the def2-TZVPD basis",
  "species": ["Cl", "Cl", "Cl", "Cl", "P", "O", "O", "O", "O", "O", "O", "O", "O", "O", "O", "O", "O", "O", "O", "O", "O", "C", "C", "C", "C", "C", "C", "C", "C", "C", "C", "C", "C", "C", "C", "C", "C", "C", "C", "C", "C", "C", "C", "C", "C", "C", "C", "C", "C", "C", "H", "H", "H", "H", "H", "H", "H", "H", "H", "H", "H", "H", "H", "H", "H", "H", "H", "H", "H", "H", "H", "H", "H", "H", "H", "H", "H", "H", "H", "H", "H", "H", "H", "H", "H", "H", "H", "H", "H", "H", "H", "H", "H", "H", "H", "H", "H", "H", "H", "H", "H", "H", "H", "H", "H", "H", "H", "H", "H", "H", "H"],
  "xyz": [[-3.169993, 4.899803, -0.410181], [-2.827284, 3.721412, 3.050113], [-1.110141, 5.781086, 4.340384], [-2.505481, 7.484739, 1.112275], [0.812940, 1.995917, 0.423645], [1.459658, -0.783210, -6.025373], [-4.027296, 0.740618, -4.566227], [2.605318, -3.003920, 3.968811], [-1.874288, -0.487775, 3.248092], [-0.502410, 1.320108, -0.280678], [5.407420, 1.413878, -0.235341], [-4.812771, -3.243477, 1.584174], [0.711610, 3.548209, -0.030940], [-6.095381, -1.719978, 2.575175], [1.957568, 1.434502, -0.502950], [1.491074, -1.829352, -3.987017], [6.798834, 2.567266, 1.167146], [3.485705, -1.959171, 2.153275], [-0.891446, -2.502365, 3.669333], [0.944539, 1.763524, 1.876459], [-2.412907, 0.374824, -3.008915], [5.730670, 2.045342, 0.918421], [4.931351, -2.937205, 0.438651], [-7.778654, -1.961416, 4.302308], [1.858594, -1.761260, -8.237113], [5.927958, 0.008959, -2.115269], [1.993845, -1.879194, -6.754756], [2.717281, -2.028525, 3.242928], [-1.846850, -1.815374, -2.305076], [0.795214, 3.957860, -1.400034], [6.379621, 1.187004, -1.254130], [-4.615075, -0.984029, 0.933140], [-5.159338, -2.116043, 1.799173], [-2.973786, -0.918307, -2.675110], [3.969590, -3.188299, 1.590330], [-2.271682, 2.362239, -4.186722], [-1.179247, 4.468201, 3.103669], [-1.790417, 1.786794, 0.069915], [-0.971355, -1.782623, 1.427496], [4.583235, 2.124404, 1.884293], [2.190368, -0.699662, 3.636654], [-1.252585, -1.476992, 2.868311], [-6.634818, -2.625780, 3.546263], [-3.767506, 6.246936, 0.698348], [-1.152791, -2.472603, 5.076381], [2.220534, 0.061656, -0.644079], [-3.015787, 1.077792, -3.918055], [1.083069, 0.551455, -4.094452], [-0.634471, -3.756396, 5.611086], [1.377706, -0.817067, -4.676235], [-7.857393, -2.385194, 5.303459], [7.349463, 0.940277, -0.822107], [5.459947, -3.862983, 0.211472], [1.635589, -2.844283, -6.396488], [-0.393765, 3.738313, 3.299600], [-7.006396, -3.568928, 3.145641], [1.291736, -0.849999, 4.234949], [5.684877, -2.215150, 0.753186], [-2.177296, -2.822026, -2.049022], [-2.357026, 0.915593, 0.398648], [3.151897, -0.170099, -0.127411], [1.873445, -0.206037, 2.717965], [-4.603223, 6.746039, 0.207855], [1.723258, 4.474625, -1.644532], [-2.354928, 2.989123, -3.298928], [-5.351988, -0.413496, 0.367855], [5.726066, -0.917768, -1.578125], [2.315215, -0.251992, -1.683670], [6.659230, -0.141271, -2.909483], [-7.572460, -0.891929, 4.344620], [-1.861888, 2.621916, 0.766740], [1.798913, 0.742592, -3.294988], [-1.085529, -1.813235, -3.085134], [0.074715, 0.537986, -3.680752], [-2.229892, -2.402132, 5.228014], [-1.377001, -1.517414, -1.367763], [-0.588513, -3.810287, 6.698787], [3.059424, -1.828558, -6.530955], [2.388300, -0.931948, -8.705900], [-1.043906, 4.872688, 2.100595], [0.397393, -3.865599, 5.277275], [-1.183290, -0.949888, 0.756889], [0.030950, -2.119059, 1.162363], [-2.267428, 2.144665, -0.842487], [4.939525, 0.210309, -2.528259], [6.498253, 2.147919, -1.754815], [-1.201162, 2.220066, -4.334643], [4.442286, -2.614262, -0.480385], [1.262579, 1.343014, -4.821990], [-3.909142, -0.370867, 1.493320], [0.796891, -1.698295, -8.475709], [-3.630893, -0.880840, -1.806248], [2.975654, -0.187337, 4.192492], [-4.242303, 5.806919, 1.575310], [-0.004807, 4.663730, -1.623207], [4.342727, 3.187534, 1.883823], [0.830084, 3.022828, -1.959133], [-3.983637, -1.439756, 0.170449], [4.387354, -3.788631, 2.398526], [-5.836823, -2.835282, 4.258608], [-2.765986, 2.904748, -4.992615], [2.197415, -2.691710, -8.692703], [1.375851, -0.501728, -0.247602], [-0.711613, -1.556940, 5.470103], [-1.059679, -4.628688, 5.114681], [-1.593762, -2.593440, 1.048954], [4.914136, 1.965104, 2.910563], [-8.719733, -2.126788, 3.777787], [-3.640793, -1.375727, -3.405848], [3.774622, 1.459511, 1.580690], [3.094518, -3.760437, 1.282085]],
  "forces_ev_per_angstrom": [[-0.34, 1.20, 0.94], [0.77, 0.06, 0.32], [0.04, -0.72, -0.73], [-0.89, -1.20, -0.28], [-1.72, 0.90, -1.29], [-0.69, 0.79, 0.64], [2.38, 0.61, 2.03], [-0.41, -0.91, 0.20], [1.39, -1.68, -0.37], [2.29, 0.51, 0.80], [-0.57, -0.39, 0.95], [0.37, -1.15, 0.82], [0.55, -0.96, 1.60], [-1.90, 0.73, 1.76], [0.04, 0.92, -0.25], [0.07, 1.45, -1.17], [-0.72, -0.81, -0.78], [-1.74, 0.20, 1.71], [0.61, 0.12, -0.91], [0.04, 0.15, -0.73], [-0.08, -1.65, 1.28], [1.24, 0.54, 0.34], [-0.05, 0.13, 0.57], [0.22, 0.18, -0.64], [-1.10, 0.03, -0.42], [-0.71, 0.77, -0.08], [1.74, -0.66, 0.59], [2.68, 1.76, -2.56], [0.87, -0.36, 0.41], [0.39, -0.61, -0.38], [0.58, -0.25, 0.26], [0.92, -0.34, -0.32], [1.08, 0.57, -3.24], [-0.74, -0.73, 0.80], [0.16, -1.83, -0.55], [-0.49, 0.43, 0.36], [-0.44, 0.42, -0.07], [-1.28, -0.06, -0.56], [0.13, -0.02, -1.12], [0.20, 0.08, -0.25], [-1.38, -0.27, 0.65], [-1.81, 1.08, 0.54], [-0.29, -0.40, 1.17], [-0.21, 0.13, -0.42], [-1.06, 0.66, -0.23], [-0.08, -1.06, 0.27], [-2.53, 0.57, -3.57], [0.59, -0.20, -0.27], [1.49, -0.57, -0.18], [-0.01, -1.25, 0.26], [0.00, 0.10, -0.05], [0.00, 0.16, 0.31], [-0.10, -0.08, 0.09], [-0.31, 0.20, 0.13], [-0.44, -0.08, 0.22], [0.47, 0.10, -0.52], [0.12, 0.26, 0.30], [0.00, 0.09, -0.14], [-0.22, -0.13, -0.59], [-0.10, 0.26, 0.35], [-0.03, -0.07, 0.08], [0.20, 0.36, -0.20], [0.54, 0.10, -0.47], [0.22, -0.01, 0.60], [-0.03, 0.08, 0.18], [-0.21, 0.17, 0.62], [0.71, 0.06, 0.38], [0.02, 0.39, -0.02], [-0.18, -0.16, -0.01], [-0.18, 0.01, 0.29], [0.47, -0.35, 0.29], [-0.17, -0.14, 0.12], [0.04, -0.37, 0.05], [0.03, 0.17, -0.02], [-0.07, 0.18, -0.03], [0.20, 0.53, -0.09], [-0.49, -0.11, -0.12], [0.22, -0.41, 0.16], [-0.02, 0.04, 0.27], [0.09, 0.29, 0.30], [0.45, 0.22, 0.15], [0.00, 0.27, 0.49], [0.30, 0.02, 0.53], [0.03, -0.07, -0.14], [0.08, 0.32, -0.48], [0.02, -0.29, -0.55], [-0.18, -0.14, -0.27], [-0.12, 0.12, 0.21], [-0.47, -0.12, -0.11], [-0.45, 0.41, 0.26], [-0.05, 0.19, -0.26], [-0.02, 0.88, 0.11], [-0.02, 0.08, -0.07], [0.91, -0.18, 0.17], [-0.27, -0.51, 0.01], [-0.69, -0.07, -0.16], [-0.59, 0.42, -0.71], [-0.08, -0.32, 0.05], [0.51, 0.18, 0.03], [0.15, -0.19, -0.14], [0.30, -0.21, -0.07], [0.18, 0.02, 0.08], [0.10, -0.28, 0.16], [0.12, -0.12, 0.34], [-0.70, 0.11, 0.46], [-0.31, -0.17, 0.45], [0.17, -0.37, -0.16], [-0.03, 0.17, 0.08], [0.50, 0.61, -0.74], [-0.17, 0.41, 0.21], [-0.10, 0.12, -0.30]],
  "charge": 1,
  "s_squared": 0.756,
  "gap_ev": [7.79, 2.60],
  "e_tot_ha": -4527.2967,
  "e_homo_ha": [-0.43861, -0.43861],
  "multiplicity": 2,
  "largest_force_ev_per_a": 4.41,
  "lumo_energy_ev": [-4.148, -9.330]
}